ORCA calculation (ωB97M-V/def2-TZVPD) on 3 unconnected molecules or ions with the total composition C37H42Br2INO7S4.

Values from the calculation:
Molar mass in u: 1027.723
LUMO energy in eV: -0.03
SMILES string: CC(=O)OCCCCc1cc2c(c(/C(Br)=C(/C)Br)c1S)Sc1cc(CC(=O)I)ccc1N2c1ccccc1.O=S1(=O)CCCC1.O=S1(=O)CCCC1
Total charge: 0
DFT total energy in a.u.: -9054.838199

Each line ends with the Mulliken charge.
Positions of all 94 atoms, in Å:
C1 6.824 -2.082 -1.603  -0.849
C2 6.547 -0.645 -2.170  0.556
O1 6.309 0.247 -1.390  -0.401
O2 6.562 -0.319 -3.524  -0.346
C3 5.669 -1.139 -4.310  -0.345
C4 4.557 -0.310 -5.048  -0.989
C5 3.622 0.526 -4.054  -0.351
C6 3.074 -0.476 -2.971  -0.455
C7 1.865 0.041 -2.124  0.277
C8 0.720 -0.901 -1.981  -0.627
C9 -0.449 -0.566 -1.187  -1.841
C10 -0.488 0.760 -0.517  1.346
C11 0.585 1.730 -0.622  0.098
C12 0.554 3.098 0.076  -1.242
Br1 1.659 3.342 1.684  -0.086
C13 -0.206 4.085 -0.460  0.485
C14 -0.252 5.526 0.176  -1.197
Br2 -1.300 3.836 -2.072  -0.108
C15 1.767 1.331 -1.446  1.458
S1 3.137 2.540 -1.534  -0.157
S2 -1.989 1.062 0.489  -0.184
C16 -2.228 -0.599 1.231  0.867
C17 -2.647 -0.757 2.618  -0.928
C18 -2.771 -2.123 3.125  0.655
C19 -3.176 -2.363 4.622  -0.811
C20 -1.809 -2.696 5.369  0.262
O3 -1.451 -3.808 5.599  -0.437
I1 -0.432 -1.112 6.005  -0.012
C21 -2.485 -3.287 2.256  -0.502
C22 -2.067 -3.094 0.868  -0.588
C23 -1.934 -1.730 0.321  -0.806
N1 -1.523 -1.538 -1.075  0.471
C24 -2.670 -1.207 -1.906  1.065
C25 -3.972 -1.827 -1.648  -0.303
C26 -5.163 -1.508 -2.437  -0.573
C27 -5.121 -0.530 -3.532  -0.757
C28 -3.810 0.087 -3.825  -0.622
C29 -2.615 -0.251 -3.035  -0.359
H1 6.114 -2.829 -2.061  0.273
H2 6.580 -2.055 -0.511  0.245
H3 7.862 -2.448 -1.813  0.346
H4 6.305 -1.603 -5.123  0.358
H5 5.197 -1.983 -3.744  0.215
H6 5.091 0.459 -5.678  0.383
H7 3.890 -0.922 -5.708  0.340
H8 2.809 1.046 -4.631  0.369
H9 4.277 1.336 -3.641  0.278
H10 2.726 -1.400 -3.523  0.358
H11 3.852 -0.838 -2.242  -0.014
H12 0.759 -1.888 -2.495  0.289
H13 -0.002 5.498 1.267  0.346
H14 0.596 6.087 -0.320  0.278
H15 -1.217 6.052 -0.015  0.362
H16 2.517 3.717 -1.869  0.109
H17 -2.833 0.167 3.213  0.395
H18 -3.815 -3.269 4.759  0.354
H19 -3.571 -1.441 5.114  0.373
H20 -2.577 -4.283 2.749  0.375
H21 -1.834 -3.976 0.217  0.390
H22 -4.101 -2.583 -0.836  0.296
H23 -6.130 -1.996 -2.211  0.630
H24 -6.041 -0.274 -4.107  0.376
H25 -3.769 0.812 -4.679  0.338
H26 -1.664 0.252 -3.330  0.305
O4 -5.856 -2.270 0.574  -0.521
S3 -7.126 -1.657 0.280  1.117
O5 -7.797 -1.837 -0.986  -0.761
C30 -8.265 -2.059 1.596  -0.834
C31 -8.062 -0.949 2.621  -0.433
C32 -7.966 0.350 1.815  -0.694
C33 -7.013 0.094 0.644  -0.418
H27 -8.045 -3.051 1.986  0.396
H28 -9.275 -2.032 1.182  0.348
H29 -8.878 -0.918 3.344  0.370
H30 -7.130 -1.113 3.170  0.170
H31 -8.956 0.615 1.434  0.298
H32 -7.619 1.181 2.430  0.355
H33 -7.297 0.664 -0.239  0.387
H34 -5.979 0.315 0.913  0.185
O6 5.040 3.383 4.306  -0.651
S4 6.080 3.187 3.324  1.168
O7 7.030 4.223 2.998  -0.694
C34 6.969 1.692 3.729  -0.760
C35 6.200 0.591 3.008  -0.736
C36 5.872 1.151 1.621  -0.356
C37 5.334 2.571 1.817  0.266
H35 6.999 1.559 4.810  0.431
H36 7.981 1.789 3.334  0.349
H37 6.783 -0.330 2.946  0.354
H38 5.273 0.368 3.545  0.331
H39 6.781 1.182 1.016  0.162
H40 5.150 0.527 1.093  0.213
H41 5.606 3.222 0.987  0.429
H42 4.253 2.574 1.952  -0.499